[1]
C7H17INO6PS | ωB97M-V/def2-TZVPD

```
! RIJCOSX wB97M-V def2-TZVPD def2/J DEFGRID3
* xyz 0 1
N 2.64106 1.98801 0.66978
C 2.60341 1.26826 -0.50359
C 1.85050 -0.22441 -0.55070
O 2.82714 -1.14084 -1.15963
P 2.11358 -2.65863 -1.62845
O 2.68869 -3.87789 -0.76132
O 2.67838 -2.96540 -3.28461
I 1.85709 -1.48123 -4.42042
O 0.37406 -2.66522 -1.70759
C -0.24835 -2.90014 -0.39544
C -1.48585 -1.78995 -0.27161
C -2.17855 -1.41578 -1.70990
O -1.71926 -0.05917 -2.09909
H 3.15826 2.87562 0.45209
H 3.10284 1.65099 -1.49968
H 0.82742 -0.14096 -1.11901
H 1.61301 -0.60802 0.55224
H -0.59638 -4.00041 -0.19879
H 0.53074 -2.61602 0.45999
H -0.96874 -0.79984 0.12140
H -2.30540 -2.11314 0.52007
H -3.34574 -1.31321 -1.51140
H -2.05705 -2.22357 -2.54807
H -2.50346 0.55070 -1.94888
C -0.25996 3.04325 1.49454
S -0.80939 1.67135 2.53810
O -1.67297 0.78097 1.69480
C -1.90566 2.66282 3.58140
H 0.41583 2.65040 0.73105
H -1.12003 3.51197 1.01038
H 0.27225 3.77587 2.10561
H -2.66252 3.15498 2.96617
H -1.31848 3.40852 4.12232
H -2.39647 2.00012 4.29823
*
```

Values from the calculation:
orbital gap = 7.94 eV
E_HOMO = -9.19 eV

[2]
C7H17IP | ωB97M-V/def2-TZVPD

```
! RIJCOSX wB97M-V def2-TZVPD def2/J DEFGRID3
* xyz 1 1
C -0.35232 2.48238 1.21911
C 1.72337 1.22547 0.44505
C -0.88000 -2.62719 -0.82059
C 0.08229 -2.00759 1.51031
C -0.21157 1.28096 -2.95315
C 0.27448 1.06565 0.97307
C 0.01804 -1.66502 0.05464
P -0.62153 0.09910 -0.24743
I -2.92769 0.15296 0.22410
H -1.18849 2.40971 2.01904
H -0.83196 3.01502 0.37208
H 0.43738 3.17147 1.64713
H 2.44576 1.66303 1.18277
H 1.71296 1.81902 -0.41296
H 2.20555 0.19495 0.22992
H -1.85739 -2.14366 -0.98468
H -0.97379 -3.54892 -0.23067
H -0.34734 -2.76558 -1.77344
H -0.86801 -1.80653 2.03894
H 0.86218 -1.52840 2.04591
H 0.42854 -3.07533 1.32831
H -0.14929 2.25594 -2.70841
H -0.94699 0.66549 -3.35601
H 0.75342 0.88560 -3.19474
H 0.30096 0.41989 1.85850
H 0.91143 -1.63840 -0.46679
*
```

Values from the calculation:
orbital gap (alpha / beta) = 8.00 / 6.93 eV
E_HOMO (alpha / beta) = -13.14 / -13.19 eV
ΔE to the lowest compared entry with this formula, charge and spin = 54.4 kcal per mole

[3]
C7H17N | ωB97M-V/def2-TZVPD

```
! RIJCOSX wB97M-V def2-TZVPD def2/J DEFGRID3
* xyz 0 1
C -2.92107 0.38066 -2.63669
C -1.65018 -0.33827 -2.01774
C -1.62678 -0.17255 -0.49179
N -0.18644 0.25728 -0.19543
C 0.64418 -0.36718 0.87672
C 1.78322 -1.02244 0.07202
C 1.38815 0.74597 1.63981
C 2.30379 0.39189 2.79256
H -3.42742 -0.10958 -3.46075
H -3.57776 0.29265 -1.77354
H -2.75800 1.43243 -2.94482
H -1.72912 -1.42529 -2.24945
H -0.66467 0.03229 -2.47422
H -1.78678 -1.16620 0.01789
H -2.41102 0.54224 -0.27021
H -0.26013 1.26235 -0.11300
H 0.07861 -1.02398 1.52188
H 2.75883 -1.16960 0.60605
H 2.12332 -0.54775 -0.83537
H 1.51334 -2.11452 -0.09788
H 0.71853 1.63181 1.82571
H 2.00027 1.35135 0.91178
H 3.09466 1.14282 2.96426
H 2.83359 -0.53944 2.58393
H 1.75888 0.53308 3.74828
*
```

Values from the calculation:
orbital gap = 9.62 eV
structure (SMILES) = CCCN[C@@H](C)CC
E_HOMO = -8.46 eV
ΔE to the lowest compared entry with this formula, charge and spin = 52.5 kcal per mole

[4]
C7H17NO | ωB97M-V/def2-TZVPD

```
! RIJCOSX wB97M-V def2-TZVPD def2/J DEFGRID3
* xyz 0 1
C 1.09028 0.09755 0.25654
C 1.05658 1.59394 0.47992
C 1.55763 -0.65277 1.47914
C 1.76312 -0.33308 -1.02787
H -0.39194 0.15128 -0.39225
H 0.35513 1.83428 1.28232
H 0.76349 2.13845 -0.42282
H 2.04665 1.96306 0.77344
H 2.57429 -0.33429 1.74548
H 1.72083 -1.41530 -1.16422
H 1.58867 -1.73110 1.31369
H 0.90846 -0.44650 2.33265
H 2.82358 -0.04883 -1.01480
H 1.31944 0.14225 -1.90798
C -1.81720 0.52289 -1.22742
C -1.01519 -1.95028 0.07976
C -0.96373 -0.48277 0.41263
N -2.46258 1.61286 -0.64369
O -1.45099 0.02588 1.42288
H -1.86921 2.42764 -0.55958
H -2.81718 1.37622 0.28203
H -1.17160 0.78307 -2.06404
H -2.47169 -0.31148 -1.46344
H -0.52168 -2.17598 -0.86570
H -0.55324 -2.53108 0.87959
H -2.06191 -2.25592 0.01372
*
```

Values from the calculation:
orbital gap = 7.81 eV
E_HOMO = -7.07 eV
ΔE to the lowest compared entry with this formula, charge and spin = 103.7 kcal per mole

[5]
C7H17NO | ωB97M-V/def2-TZVPD

```
! RIJCOSX wB97M-V def2-TZVPD def2/J DEFGRID3
* xyz 0 1
C 1.88553 -0.71190 1.47267
C 2.53773 -0.21648 0.19344
N 1.69855 -0.04067 -0.84983
O 3.73680 -0.03121 0.10338
H 2.66128 -0.93782 2.19925
H 1.30524 -1.61423 1.28557
H 1.22881 0.05349 1.88138
H 2.13809 0.24961 -1.71122
H 0.60940 0.23573 -0.79740
C -0.16738 2.06737 0.27683
C -0.91213 1.23619 -0.77891
C -1.56989 -0.38890 -0.57406
C -1.88778 -0.61095 0.88894
C -0.78501 -1.51611 -1.18698
H 0.90538 2.06638 0.10633
H -0.51281 3.10015 0.23433
H -0.35557 1.68797 1.27918
H -0.52535 1.41400 -1.78868
H -1.89535 1.70380 -0.86258
H -2.49325 -0.25755 -1.14179
H -2.51934 -1.49528 0.98608
H -2.42876 0.23471 1.30875
H -0.98720 -0.78152 1.47374
H -0.65804 -1.40626 -2.26258
H 0.24237 -1.56327 -0.76128
H -1.25134 -2.47722 -0.97460
*
```

Values from the calculation:
orbital gap = 10.31 eV
structure (SMILES) = CC(N)=O.CCC(C)C
E_HOMO = -9.47 eV
ΔE to the lowest compared entry with this formula, charge and spin = 38.4 kcal per mole

[6]
C7H17NO | ωB97M-V/def2-TZVPD

```
! RIJCOSX wB97M-V def2-TZVPD def2/J DEFGRID3
* xyz 0 1
C 1.46972 2.43838 -0.00540
C 1.13638 1.16175 0.53994
C 1.30242 -0.08245 -0.12272
C 1.09344 -1.26208 0.78809
C 1.24827 -2.46752 -0.05301
C -2.41823 -0.15489 0.22608
C -2.55811 1.16199 -0.48406
H 2.29967 2.36672 -0.66864
H 0.37355 3.03244 -0.51928
H 1.97764 3.21304 1.00802
H 0.09583 1.36944 0.94298
H 1.71064 0.88554 1.55290
H 0.53089 -0.28598 -0.82393
H 2.23345 -0.01563 -0.64068
H 0.15807 -1.35849 1.10456
H 1.72812 -1.36195 1.58309
H 2.16266 -2.45851 -0.75809
H 1.32861 -3.59241 0.24328
H 0.43257 -2.27500 -0.70052
H -2.09084 -2.30419 0.02333
H -2.41554 -1.27682 -1.60052
H -3.60710 1.15338 -1.22849
H -1.27417 1.07569 -1.41130
H -2.50076 2.44925 0.07702
N -1.62649 -1.23335 -0.61778
O -2.79070 -0.17835 1.54514
*
```

Values from the calculation:
orbital gap = 10.06 eV
E_HOMO = -10.00 eV
ΔE to the lowest compared entry with this formula, charge and spin = 252.0 kcal per mole

[7]
C7H17NO2 | ωB97M-V/def2-TZVPD

```
! RIJCOSX wB97M-V def2-TZVPD def2/J DEFGRID3
* xyz 0 1
C 1.50668 -1.20771 0.75121
C 1.26168 -2.61407 0.28103
C 2.76809 -0.53076 0.27625
C 0.00720 -0.17692 -1.20341
O 0.89103 -0.76348 1.73513
H 0.67596 0.72543 1.49538
H 2.01450 -3.25952 0.74293
H 0.27985 -2.95638 0.60174
H 1.35161 -2.69800 -0.79969
H 3.56658 -0.78913 0.97903
H 3.04709 -0.84719 -0.72557
H 2.64060 0.54996 0.28825
H -0.55699 0.32571 -1.98854
H -0.54845 -1.08415 -0.97306
H 0.98730 -0.29957 -1.65989
C -1.74314 0.81162 0.72998
C -2.93431 0.62243 -0.20147
C -0.48825 1.38088 0.08925
N -0.65648 2.46977 -0.73882
O 0.51900 1.58885 0.95292
H 0.19972 2.87079 -1.08786
H -1.57585 2.79327 -0.99761
H -1.45975 -0.12923 1.20136
H -2.01290 1.50441 1.53614
H -3.26187 1.57620 -0.61775
H -2.70813 -0.05978 -1.01810
H -3.77073 0.19660 0.35116
*
```

Values from the calculation:
orbital gap = 8.49 eV
E_HOMO = -7.67 eV
ΔE to the lowest compared entry with this formula, charge and spin = 65.8 kcal per mole

[8]
C7H17NO2S | ωB97M-V/def2-TZVPD

```
! RIJCOSX wB97M-V def2-TZVPD def2/J DEFGRID3
* xyz 0 1
C 2.31471 0.05525 -0.50935
C -2.22462 -1.43073 -1.25749
C -0.60021 1.32989 1.61416
C -2.36690 -0.22123 -0.40868
C -0.64008 -0.17315 1.24366
C 0.83327 1.89558 1.61411
C 2.14431 -1.51702 -0.93474
N 0.03061 2.46700 -0.89811
O 1.64944 -2.40323 0.10417
O -2.06307 -0.46256 1.03227
S 1.38759 2.10180 -0.15370
H 2.97253 0.25007 -1.34905
H 2.65420 0.07714 0.54937
H -3.01965 -2.11316 -1.04360
H -2.42106 -1.25001 -2.29314
H -1.34571 -1.97643 -1.38345
H -1.16729 1.92613 0.84889
H -1.22208 1.39904 2.62437
H -3.36848 0.03095 -0.41019
H -1.70896 0.53316 -0.83594
H -0.35062 -0.88208 1.96808
H 0.04420 -0.14209 0.43520
H 1.64058 1.20346 1.93962
H 0.99693 2.78694 2.09668
H 1.67057 -1.59608 -1.81595
H 3.18315 -1.89355 -1.03699
H 0.33323 2.73452 -1.76738
H 0.64339 -2.72960 0.02718
*
```

Values from the calculation:
orbital gap (alpha / beta) = 8.31 / 8.31 eV
E_HOMO (alpha / beta) = -8.02 / -8.02 eV
ΔE to the lowest compared entry with this formula, charge and spin = 89.8 kcal per mole

[9]
C7H17NO3P | ωB97M-V/def2-TZVPD

```
! RIJCOSX wB97M-V def2-TZVPD def2/J DEFGRID3
* xyz -1 1
C -1.45091 -0.80561 0.14112
C 0.49439 -2.05189 0.73516
C -0.02354 -1.51520 -1.75105
C 1.17962 2.36453 0.34136
C -0.88091 1.78964 -0.85077
C 0.82277 0.13191 -0.25560
C -0.09161 -1.12235 -0.33649
N 0.47306 1.36159 -0.34940
O 3.05091 -1.52125 -0.68175
O 3.01435 -0.04482 1.44700
O 3.24073 0.99811 -0.87926
P 2.63938 -0.17669 -0.15146
H -1.96388 -1.80378 0.21299
H -1.46793 -0.20564 0.98487
H -2.07460 -0.18130 -0.65807
H 0.36940 -1.48746 1.61668
H 0.07645 -3.06292 0.70039
H 1.52093 -2.30963 0.65365
H 1.03815 -1.79077 -1.98399
H -0.30163 -0.63181 -2.30411
H -0.61335 -2.40761 -1.98185
H 1.19954 2.02618 1.37953
H 2.23611 2.30019 -0.06413
H 0.67266 3.42489 0.11281
H -1.26929 1.03966 -1.49470
H -1.47840 2.15150 -0.01890
H -0.69778 2.77546 -1.43314
H 0.27130 0.69364 2.53383
H 2.13474 0.19844 2.00977
*
```

Values from the calculation:
orbital gap = 6.36 eV
E_HOMO = -3.31 eV
ΔE to the lowest compared entry with this formula, charge and spin = 73.6 kcal per mole

[10]
C7H17NSi | ωB97M-V/def2-TZVPD

```
! RIJCOSX wB97M-V def2-TZVPD def2/J DEFGRID3
* xyz 0 1
C 0.15457 -2.83888 0.21318
C 0.12841 -1.46853 0.70621
N 0.67297 -0.47942 0.16773
Si 2.01891 0.13283 -0.67804
C 1.57455 1.89320 -1.17078
C 2.95001 0.44470 0.85878
H 0.33794 -3.78470 0.73330
H -0.87633 -2.92231 -0.18067
H 0.88782 -2.92190 -0.69720
H -0.45702 -1.44159 1.58443
H 2.50163 -0.35254 -1.93096
H 2.25670 2.02161 -2.01854
H 0.54415 2.19337 -1.43946
H 1.84421 2.64131 -0.35985
H 3.85340 1.05998 0.68434
H 2.23261 1.27826 1.36397
H 3.31639 -0.32579 1.61480
C -1.86301 1.14986 1.02904
C -3.01180 0.73849 0.53414
C -3.11714 0.03591 -0.84710
H -1.67689 1.41672 2.09624
H -0.83316 1.28562 0.39461
H -3.98315 0.66387 1.01505
H -2.88565 -1.09218 -0.79387
H -4.21652 0.13554 -1.31430
H -2.35357 0.53655 -1.56506
*
```

Values from the calculation:
orbital gap = 9.61 eV
structure (SMILES) = C/C=N\[SiH](C)C.C=CC
E_HOMO = -8.73 eV
ΔE to the lowest compared entry with this formula, charge and spin = 78.9 kcal per mole

[11]
C7H17O3 | ωB97M-V/def2-TZVPD

```
! RIJCOSX wB97M-V def2-TZVPD def2/J DEFGRID3
* xyz 0 2
C 2.37049 2.54137 -1.07836
O 1.22627 1.93015 -0.54560
C 0.41391 1.32684 -1.52247
C -0.91320 0.87983 -0.93362
H 2.97510 1.82176 -1.65799
H 2.10208 3.38311 -1.74087
H 2.97160 2.92148 -0.24323
H 0.93717 0.46245 -1.97183
H 0.24315 2.03140 -2.35868
H -0.95200 1.23928 0.11095
H -1.25772 0.06124 -1.59078
O -0.29625 -0.94439 0.15249
C -1.20808 -1.60636 0.92284
C -0.61978 -2.92959 1.46884
O 0.05704 -2.77216 2.67877
C 1.40445 -2.38704 2.56135
H -2.06679 -1.91539 0.29147
H -1.57510 -0.99316 1.76655
H -1.46230 -3.60802 1.65551
H 0.03649 -3.37008 0.69808
H 1.86355 -2.48019 3.55205
H 1.94055 -3.03271 1.84601
H 1.49019 -1.34088 2.21725
C -2.25376 2.06032 -1.50550
H -2.26673 1.99760 -2.60060
H -1.98354 3.04757 -1.11476
H -3.17679 1.67555 -1.05788
*
```

Values from the calculation:
orbital gap (alpha / beta) = 9.98 / 7.97 eV
E_HOMO (alpha / beta) = -8.96 / -9.16 eV
ΔE to the lowest compared entry with this formula, charge and spin = 41.3 kcal per mole
expectation value of S² = 0.757

[12]
C7H18N3O4S2Ta | ωB97M-V/def2-TZVPD

```
! RIJCOSX wB97M-V def2-TZVPD def2/J DEFGRID3
* xyz 4 1
Ta 0.15221 -0.09494 -0.26993
N 1.17714 2.36087 -0.01711
N 2.29756 2.60707 -0.82636
C 2.82596 1.69201 -1.62764
N 3.86364 1.93878 -2.36944
S 2.17546 0.05639 -1.72127
H 0.47519 3.07507 -0.24079
H 1.44746 2.53958 0.95684
H 2.71292 3.53697 -0.77115
H 4.34580 2.83755 -2.37861
H 4.27188 1.23616 -2.98264
C -0.72132 -1.35397 3.13415
C 0.51903 -1.88861 2.43362
C 1.40078 -2.75142 3.30086
O 1.24534 -0.74006 1.80395
C 0.00936 -2.73129 1.24149
O -0.41820 -3.79923 1.26315
O 0.08854 -1.85967 0.07843
H -0.43870 -0.87478 4.07313
H -1.40801 -2.16195 3.38849
H -1.24955 -0.61521 2.50584
H 1.76698 -2.19731 4.16965
H 2.26178 -3.15014 2.76338
H 0.81753 -3.58570 3.69275
H 1.96909 -0.48547 2.40510
C -2.59184 0.65954 -3.65623
S -2.72299 -0.21060 -2.12051
C -4.05018 0.67897 -1.35225
O -1.36615 0.35867 -1.26865
H -2.48823 1.73449 -3.50645
H -3.53847 0.45697 -4.17930
H -1.78291 0.24508 -4.25825
H -4.95370 0.35332 -1.88952
H -3.93666 1.75733 -1.46425
H -4.15672 0.37555 -0.31049
*
```

Values from the calculation:
orbital gap = 7.09 eV
E_HOMO = -24.00 eV

| no. | maximum force (eV/Å) |
| --- | --- |
| 1 | 6.49 |
| 2 | 4.02 |
| 3 | 3.99 |
| 4 | 0.75 |
| 5 | 4.10 |
| 6 | 8.67 |
| 7 | 2.77 |
| 8 | 5.05 |
| 9 | 5.08 |
| 10 | 4.37 |
| 11 | 5.61 |
| 12 | 3.24 |